{
  "formula": "Cl2OS",
  "method": "ωB97M-V/def2-TZVPD",
  "elements": ["O", "S", "Cl", "Cl"],
  "coordinates": [[1.78469, 0.49138, -0.28852], [0.46331, 0.04542, 0.12660], [-0.77888, 0.03072, -1.57792], [-2.49676, -1.65925, 1.09319]],
  "forces_ev_per_a": [[0.2, 0.1, 0.0], [-0.5, 0.0, -0.6], [0.3, -0.1, 0.6], [0.0, 0.0, -0.1]],
  "lowdin_charge": [-0.6000, 0.4997, 0.0691, 0.0311],
  "energy_ev": -37924.9648,
  "e_above_lowest_ev": 2.225,
  "homo_lumo_gap_ev": [9.96, 5.30],
  "lumo_energy_ev": [-1.72, -4.27],
  "largest_force_ev_per_a": 0.80
}